C42H51N5O10PS2SbW | ωB97M-V/def2-TZVPD

Orbital gap (alpha / beta) = 6.08 / 5.68 eV
ΔE to the lowest compared entry with this formula, charge and spin = 37.2 kcal per mole
Calculated total energy = -111620.0110 eV
Spin multiplicity = 2
Net charge = +1
LUMO energy (alpha / beta) = -3.851 / -3.898 eV

```
113
Properties=species:S:1:pos:R:3:forces:R:3:mulliken_charge:R:1
W -0.2629 0.1307 1.1358 1.8921 -0.4480 1.2604 0.066
C 0.9210 -1.5812 4.3677 -0.0018 -0.0006 0.0297 -1.758
C 0.2307 -2.0163 3.1045 -0.0965 0.1266 -0.1108 0.310
C -1.0374 -1.4237 2.7831 -0.2711 0.1076 0.0762 1.071
C -1.8136 -0.7015 3.8733 0.0332 -0.0182 -0.0023 -1.964
C -1.7549 -1.9593 1.6708 -0.1977 0.1232 -0.0501 2.018
C -3.1720 -1.4698 1.4521 -0.0453 -0.0183 0.0164 -2.236
C -1.3675 -3.2163 1.1087 0.0168 0.0658 0.0216 1.022
C -2.3118 -4.0017 0.2325 -0.0345 -0.0256 -0.0365 -2.259
C -0.1507 -3.7626 1.4526 0.0705 0.0048 0.0302 1.593
C 0.2355 -5.1431 0.9929 -0.0134 -0.0269 0.0064 -2.450
C 0.7130 -3.0787 2.3535 -0.0504 -0.0578 -0.0517 1.098
C 2.1022 -3.6124 2.5729 0.0373 -0.0036 0.0000 -2.118
H 0.3160 -1.8986 5.2215 0.0093 -0.0194 -0.0033 0.364
H 1.0220 -0.5007 4.4422 -0.0078 0.0015 -0.0058 0.169
H 1.9006 -2.0299 4.4874 0.0112 0.0147 -0.0153 0.407
H -1.1537 -0.2081 4.5786 -0.0036 -0.0036 0.0000 0.610
H -2.4094 -1.4361 4.4243 0.0022 0.0002 0.0050 0.396
H -2.4938 0.0505 3.4833 0.0032 -0.0086 0.0033 0.109
H -3.8480 -2.0058 2.1260 0.0006 -0.0139 -0.0114 0.502
H -3.5177 -1.6444 0.4382 0.0157 0.0164 0.0013 0.417
H -3.2864 -0.4141 1.6644 0.0001 0.0134 0.0281 -0.252
H -2.4081 -5.0220 0.6043 0.0026 0.0020 0.0135 0.538
H -1.9544 -4.0660 -0.7989 0.0119 0.0008 0.0143 0.229
H -3.3107 -3.5806 0.1989 0.0108 0.0023 0.0024 0.408
H -0.3031 -5.4502 0.1018 -0.0025 -0.0004 0.0156 0.527
H 0.0098 -5.8658 1.7834 -0.0022 0.0043 0.0092 0.413
H 1.2959 -5.2259 0.7727 -0.0180 -0.0009 0.0122 0.421
H 2.1149 -4.4605 3.2629 -0.0205 0.0073 0.0080 0.399
H 2.7647 -2.8465 2.9677 0.0001 0.0008 -0.0047 0.396
H 2.5335 -3.9520 1.6326 -0.0044 0.0087 0.0007 0.199
C 3.4923 4.8776 1.3751 0.0201 0.0410 -0.0291 -1.338
C 2.6966 4.0258 2.3287 -0.0528 -0.0231 0.0020 -0.303
O 2.8014 2.6477 1.8768 0.0279 -0.0127 0.0257 0.067
P 2.1253 1.4748 2.7013 0.0103 0.1153 -0.0126 0.870
S 2.2242 -0.1375 1.4959 -0.2244 -0.0079 -0.2189 -0.447
S 0.2393 1.7873 3.1977 -0.3386 -0.0902 -0.0685 -0.648
O 2.9741 1.3071 4.0221 -0.0194 -0.0261 -0.0415 -0.246
C 4.3829 0.9399 3.9793 0.0122 -0.0248 0.0011 -0.161
C 5.2602 2.1581 4.1293 0.0197 0.0376 0.0024 -1.190
H 3.4628 5.9180 1.6995 -0.0137 -0.0043 0.0021 0.429
H 3.0838 4.8172 0.3663 -0.0031 -0.0252 0.0035 0.254
H 4.5338 4.5580 1.3446 -0.0002 -0.0001 0.0152 0.289
H 1.6380 4.2935 2.3341 0.0072 0.0192 0.0102 0.383
H 3.0732 4.0941 3.3509 0.0223 -0.0099 -0.0083 0.473
H 4.5851 0.4039 3.0492 0.0080 0.0043 0.0012 0.262
H 4.5138 0.2460 4.8069 -0.0099 0.0102 0.0092 0.395
H 5.1991 2.8033 3.2532 -0.0161 -0.0016 0.0037 0.165
H 6.2990 1.8481 4.2470 -0.0045 -0.0189 -0.0111 0.446
H 4.9753 2.7273 5.0138 -0.0001 -0.0095 0.0037 0.293
O -4.0703 6.8863 -0.5873 -0.0167 0.0176 0.0020 -0.622
N -2.9765 6.4466 -0.8619 0.0326 -0.0639 0.0018 1.072
O -2.1321 7.0060 -1.5294 -0.0011 0.0223 -0.0039 -0.625
C -2.6447 5.1061 -0.3531 0.0669 0.0716 -0.0448 -0.904
C -3.5914 4.4039 0.3691 0.0706 -0.0311 0.0166 -0.279
C -3.2783 3.1470 0.8292 -0.1602 -0.1763 -0.0304 -0.242
C -2.0342 2.5212 0.5758 -0.0515 -0.0729 -0.0993 0.443
O -1.7931 1.2921 0.8994 -0.5172 0.2497 -0.2222 0.992
C -1.1171 3.3113 -0.1518 0.3843 -0.1432 -0.0987 -0.759
C -1.4059 4.5762 -0.6254 -0.1838 0.0730 0.0417 -0.428
N 0.1866 2.7938 -0.5181 -0.2479 0.1851 0.2038 0.863
O 0.6448 1.7921 0.0640 -0.2308 0.0540 -0.4200 0.350
O 0.8405 3.3868 -1.3392 0.0772 -0.0894 0.0807 -0.709
N -4.3278 2.4681 1.6146 0.2118 0.6752 0.5024 1.235
O -3.9761 1.6460 2.4343 -0.0092 -0.2381 -0.1579 -0.600
O -5.4589 2.8801 1.4803 -0.0987 -0.2945 -0.2320 -0.663
H -4.5617 4.8322 0.5745 0.0069 -0.0054 -0.0044 0.713
H -0.6785 5.1287 -1.2005 -0.0119 0.0010 0.0089 0.795
C -4.4439 1.4157 -1.8650 -0.0223 -0.0170 -0.0253 -0.239
N -3.5441 2.1940 -2.6966 0.0077 0.0207 0.0787 -0.183
C -2.2049 1.9535 -2.7209 -0.0178 -0.0062 -0.0425 0.015
N -1.4873 2.6607 -3.6352 -0.0134 0.0341 0.0712 -0.383
O -1.6677 1.1623 -1.9424 0.0707 0.0399 -0.0743 0.160
H -5.2409 2.0518 -1.4820 0.0078 0.0036 0.0076 0.393
H -3.8759 1.0101 -1.0299 -0.0007 -0.0016 -0.0034 -0.303
H -4.8874 0.5815 -2.4122 0.0031 0.0055 -0.0097 0.319
H -3.9459 2.7542 -3.4287 -0.0064 -0.0259 -0.0198 0.210
H -1.8856 3.4230 -4.1535 0.0115 -0.0086 -0.0222 0.211
H -0.4852 2.5589 -3.6171 -0.0078 -0.0103 -0.0120 0.056
C 3.4035 -4.8838 -1.5015 -0.0002 0.0101 -0.0031 -0.744
C 2.0803 -5.0541 -1.8774 0.0131 0.0076 -0.0080 -0.911
C 1.1792 -4.0039 -1.7575 -0.0014 -0.0144 -0.0370 -0.512
C 1.5883 -2.7661 -1.2709 0.0523 -0.0371 -0.0474 1.775
C 2.9236 -2.6041 -0.9021 0.0239 0.0334 0.0181 -0.659
C 3.8229 -3.6554 -1.0086 -0.0097 -0.0179 0.0025 -0.872
Sb 0.2557 -1.0981 -1.2496 -0.1724 -0.1945 -0.3058 -0.265
C 1.3869 0.1469 -2.5479 0.0292 0.0977 -0.0891 2.093
C 2.6034 0.6855 -2.1368 -0.0210 -0.0053 0.0492 -0.045
C 3.3506 1.4806 -2.9940 0.0029 0.0080 -0.0050 -0.770
C 2.8879 1.7538 -4.2723 -0.0056 -0.0063 -0.0074 -0.816
C 1.6731 1.2274 -4.6897 0.0176 -0.0044 0.0139 -0.689
C 0.9272 0.4284 -3.8317 -0.0219 -0.0218 -0.0397 -1.440
C -1.1911 -1.8486 -2.6000 -0.0285 -0.0401 -0.0208 1.222
C -2.5449 -1.7242 -2.3141 -0.0180 0.0587 0.0012 -0.247
C -3.5018 -2.2237 -3.1862 0.0026 -0.0002 0.0044 -0.848
C -3.1084 -2.8442 -4.3635 0.0147 -0.0016 -0.0041 -0.943
C -1.7585 -2.9605 -4.6655 -0.0138 -0.0017 0.0003 -0.807
C -0.8036 -2.4679 -3.7863 0.0226 -0.0279 -0.0173 -0.634
H 4.1069 -5.7004 -1.5979 -0.0009 0.0003 0.0005 0.392
H 1.7432 -6.0080 -2.2630 -0.0027 0.0004 0.0009 0.473
H 0.1508 -4.1673 -2.0543 -0.0015 0.0271 -0.0034 0.400
H 3.2890 -1.6515 -0.5408 -0.0213 0.0077 -0.0032 0.199
H 4.8558 -3.5089 -0.7197 -0.0011 -0.0009 -0.0007 0.475
H 2.9698 0.5167 -1.1316 -0.0061 0.0033 0.0008 0.070
H 4.2923 1.8937 -2.6561 -0.0004 0.0014 -0.0047 0.478
H 3.4707 2.3725 -4.9422 0.0016 0.0016 0.0038 0.418
H 1.3058 1.4300 -5.6883 0.0021 0.0012 0.0010 0.463
H -0.0211 0.0338 -4.1760 -0.0021 -0.0070 0.0304 0.498
H -2.8535 -1.2110 -1.4136 0.0025 0.0104 0.0039 -0.210
H -4.5540 -2.1297 -2.9470 -0.0001 -0.0005 -0.0041 0.514
H -3.8509 -3.2347 -5.0471 -0.0035 0.0018 0.0054 0.417
H -1.4457 -3.4368 -5.5856 -0.0040 -0.0016 0.0011 0.442
H 0.2461 -2.5741 -4.0358 0.0048 0.0159 0.0181 0.557
```
Forces are in eV/Å.

C42H52N8S5SbSiTl | ωB97M-V/def2-TZVPD

Orbital gap = 5.97 eV
ΔE to the lowest compared entry with this formula, charge and spin = 155.7 kcal per mole
Calculated total energy = -129600.1611 eV
Spin multiplicity = 1
Net charge = -2
LUMO energy = 3.141 eV

```
110
Properties=species:S:1:pos:R:3:forces:R:3:mulliken_charge:R:1
Tl 14.5874 5.6758 16.0660 0.3134 -0.0321 0.3563 0.798
S 14.4308 1.2883 12.2328 0.5266 0.2286 -0.2944 -0.409
Sb 16.7207 0.4034 11.2837 0.0081 -0.0778 -0.2288 0.381
S 15.6682 2.9754 12.5797 -0.1616 -0.3260 -0.0248 0.069
S 16.7552 2.9413 10.7871 -0.2100 -0.4150 0.0479 -0.414
S 16.6287 -0.8637 9.3685 -0.1868 0.6304 0.6299 -0.691
C 14.6828 5.2144 20.4967 -3.0145 0.6012 -3.7654 -1.173
C 15.7998 5.9316 19.7789 1.6406 0.3802 1.7423 0.275
C 16.8270 6.4497 20.6575 -2.9207 -3.0172 2.7938 -0.542
C 18.0276 6.7242 20.1522 1.1967 0.1227 -2.4590 -0.795
C 18.2264 6.7002 18.7534 -1.2866 0.4077 1.8601 -0.634
C 17.1614 6.3898 17.8684 -0.2478 -0.6775 -0.4773 0.358
N 15.9936 5.8532 18.4946 -0.1767 0.7398 -1.4639 0.033
N 17.1421 6.4085 16.5188 1.2171 -0.1517 0.0392 -0.265
Si 18.5926 6.4047 15.4145 -4.7860 1.7209 1.2520 0.222
C 19.9739 5.6238 16.1356 3.3962 -1.0256 2.2685 -0.732
C 18.3491 5.5391 13.8825 -3.9756 -1.0464 -4.8840 -0.718
C 19.0219 8.1718 14.8601 1.9945 1.1034 1.6028 -1.399
H 14.3377 4.3272 19.9433 0.2566 0.2615 -0.5573 0.166
H 13.7051 5.7718 20.5651 1.1229 -0.0360 -0.0513 0.383
H 14.8633 4.7872 21.3979 1.2629 -0.5158 3.0804 0.435
H 16.7322 5.9378 21.7133 0.1979 1.9361 -1.6230 0.102
H 18.8991 6.8929 20.7480 0.3062 0.1760 0.5153 0.447
H 19.1788 7.0751 18.5507 1.2081 0.3749 -1.3950 0.755
H 20.5621 4.6894 15.9111 -1.4887 0.4892 0.1767 0.387
H 19.8921 5.7858 17.2796 0.8513 -0.1365 -1.9385 0.160
H 20.6172 6.3474 15.5975 0.7696 0.1444 1.1178 0.325
H 18.5113 4.4493 13.9591 0.2905 0.5584 -0.3209 0.397
H 18.9915 6.0818 13.1396 -0.1614 -1.0269 0.4170 0.294
H 17.1276 5.5217 13.0988 3.5103 0.3711 2.7657 -0.096
H 18.9801 8.9178 15.6880 -0.3335 -0.5635 -0.1710 0.321
H 18.4585 8.6063 14.0874 -1.4423 0.1866 -1.0420 0.373
H 20.0529 8.4058 14.4874 -0.3250 -0.9122 0.2255 0.393
C 16.4693 1.9700 16.4847 0.7567 1.7185 3.6136 -0.794
C 15.7032 1.0141 17.0467 -3.6183 -4.3959 -1.1223 -0.200
N 15.4174 0.7193 18.3157 1.3510 1.4892 1.9587 -0.490
C 16.0151 1.5838 19.1968 -1.8326 -0.9611 0.3251 -0.198
C 16.7455 2.6307 18.7496 1.2067 0.7989 -1.7033 0.284
C 17.0509 2.8499 17.4125 1.9291 1.0765 -0.9766 1.375
C 17.3910 3.3395 19.8002 0.0228 1.3939 1.9990 -0.519
C 18.3967 2.8895 20.5176 1.1877 -3.6542 -2.2376 -0.866
C 19.1923 1.6097 20.0483 3.3307 4.4692 5.3337 0.400
C 18.8852 0.6730 19.1601 -1.1521 -1.7942 -3.3287 -0.342
C 19.8393 -0.4037 19.1023 -0.1780 1.4225 0.9823 -0.560
N 21.0730 -0.5291 19.7111 -3.2996 -0.4773 -1.9527 -0.592
C 21.2856 0.4834 20.4684 1.2649 5.6986 3.8638 0.017
N 20.4620 1.5926 20.8288 -1.4491 -3.5575 -3.6395 -0.537
H 16.4852 2.0059 15.4792 0.6203 0.3870 -3.3354 0.861
H 15.1182 0.2440 16.3644 1.4720 1.7647 0.8755 0.342
H 16.0451 1.6163 20.3455 -0.9725 -1.3331 -1.7583 0.390
H 17.9363 3.6191 17.1988 -2.4534 -1.5097 0.0808 -0.246
H 16.8191 4.1522 20.2003 0.2176 0.3962 0.0894 -0.345
H 18.7248 3.1826 21.4689 0.4033 1.0277 0.9082 0.531
H 17.8463 0.8859 18.4198 3.8929 -1.7212 2.3758 0.466
H 19.4589 -1.2388 18.6396 -0.1796 -2.0091 -1.5158 0.497
H 22.3328 0.6316 20.9827 -1.9959 -0.7174 -1.0175 0.292
S 12.5310 2.5111 16.7165 0.3008 -0.3763 0.1539 0.293
C 12.3798 0.9885 17.5300 1.5717 0.1909 -1.3793 -0.110
C 11.2000 0.9318 18.1363 0.3859 -0.2145 -0.3756 -0.691
N 10.4067 2.0004 17.9813 -1.9114 -0.3057 1.3702 -0.619
C 10.9741 2.8994 17.2981 0.0335 2.1621 -0.8256 -0.251
H 13.1245 0.2144 17.4071 -0.0997 0.2082 0.2924 0.287
H 10.9129 0.0928 18.6700 -0.8481 -1.3950 1.0493 0.482
H 10.5241 3.8858 17.1697 0.3687 -0.2599 -0.2252 0.525
C 6.7942 11.8535 13.9096 1.1699 0.2259 -1.7664 -1.728
C 7.3490 10.8555 14.8991 0.6037 -0.7742 -1.7682 0.817
C 7.0493 11.0017 16.2209 1.2135 -2.9988 1.1412 -0.960
C 7.5994 10.0411 17.1192 1.1672 0.8544 0.0444 0.925
C 7.3434 10.2869 18.6053 0.7767 -0.1433 -0.6160 -1.548
C 8.5158 9.0842 16.6867 -1.5256 0.6465 -1.2807 -1.050
C 8.8581 8.8961 15.3265 0.4087 1.5195 -1.6598 0.658
C 8.2987 9.8673 14.3833 -1.2250 0.0074 2.6896 -0.651
N 9.8989 7.9820 15.0425 -1.6230 0.3191 -0.6205 -0.032
C 10.2000 7.1544 13.8542 0.3622 1.6581 -0.4706 1.757
C 9.7589 7.8209 12.5019 -2.5806 -0.0352 1.3682 -1.977
C 10.1680 6.9404 11.3918 0.9669 -1.4111 -2.1157 0.516
C 9.6969 5.5096 11.5411 -2.0071 -0.7714 -0.8322 -1.417
C 10.2685 4.8642 12.7515 -0.8706 -1.5098 2.0673 0.657
C 11.7648 4.7494 12.8102 -0.0181 0.7553 2.0718 -0.607
C 12.2441 6.1772 12.7370 1.0949 1.6821 -1.8955 0.285
C 11.7050 6.8436 11.4114 -0.2358 1.8013 1.7775 -1.699
C 11.7207 7.0765 13.8789 1.1245 -0.9011 0.0965 -0.474
C 9.7379 5.6892 13.9674 -1.5921 0.9320 -1.3345 -1.714
H 7.5053 12.6875 13.9139 -0.2101 0.2232 -0.0484 0.318
H 5.7975 12.2937 13.8836 -0.2028 -0.3903 1.1000 0.387
H 6.8782 11.4580 12.8827 0.1305 -0.0852 0.2716 0.333
H 6.3187 11.6052 16.6717 -0.8539 1.3045 -0.1304 0.324
H 8.1992 10.7890 19.1272 -0.8123 -0.1550 -0.6210 0.276
H 7.1685 9.3792 19.1379 -0.0069 -0.8654 0.3675 0.381
H 6.4238 10.8381 18.6567 -0.2946 0.6797 0.4372 0.391
H 8.8670 8.3365 17.3191 0.7967 -0.9058 1.4559 0.611
H 8.4745 9.8742 13.3191 0.1542 -0.0899 0.1373 0.345
H 10.2191 8.7772 12.2883 0.1749 0.4656 0.6246 0.457
H 8.6098 8.0036 12.5311 1.7922 -0.5127 -0.1367 0.615
H 9.8477 7.3092 10.3665 0.2334 -0.0844 1.1838 0.214
H 9.8837 4.8644 10.6566 0.1069 0.6263 0.1912 0.437
H 8.5861 5.5092 11.6929 0.5830 -0.0441 -0.3348 0.532
H 9.9651 3.8039 12.8811 -0.6632 0.5747 -0.2745 0.415
H 12.1813 3.9944 12.1475 0.1935 0.3557 -0.3397 0.530
H 11.9418 4.4192 13.8632 0.3306 -0.2120 -0.6935 -0.169
H 13.3536 6.2650 12.7088 -0.5503 -0.2237 0.0606 0.350
H 12.0404 6.4069 10.5312 0.8008 -1.1980 -1.5485 0.618
H 12.0366 7.8978 11.3817 0.3596 -0.3246 0.0400 0.568
H 12.2207 8.0749 13.8865 -0.5402 -0.6256 -0.2100 0.304
H 12.0119 6.5700 14.8156 -0.1474 0.3650 0.0112 -0.528
H 9.9769 5.3710 14.9341 1.2462 -0.9182 1.4269 0.486
H 8.6332 5.6483 14.0586 0.1943 0.1068 -0.7053 0.286
N 11.0916 6.8394 17.8678 0.6757 -0.8135 -0.3131 -0.705
C 11.9441 6.0596 17.6455 -0.5198 0.8336 0.0525 -0.166
H 10.2070 7.4545 15.8353 0.1403 0.0616 1.0263 -0.248
```
Forces are in eV/Å.